1.
Computed, not measured: a single C9H18BNO4 molecule in a non-equilibrium geometry, with ωB97M-V/def2-TZVPD.

- energy relative to the best compared isomer or geometry (same formula, charge and spin) (kJ/mol) = 0.0
- E_LUMO (eV) = 0.43
- HOMO-LUMO gap (hartree) = 0.36895

Last column: natural (NBO) charge in e.
Element x y z (Å)
N -0.455 -1.458 -1.743  -0.8212
C -1.076 -0.527 -0.854  0.0051
C -0.806 0.875 -1.423  0.8212
O 0.273 1.100 -1.958  -0.6630
O -1.789 1.780 -1.271  -0.6751
C -2.605 -0.821 -0.765  -0.4093
C -2.967 -1.005 0.720  -0.4060
C -1.681 -1.335 1.472  -0.3915
C -0.532 -0.697 0.623  -0.2043
C 0.835 -1.332 0.760  -0.4022
C 1.939 -0.386 0.257  -0.4010
C 2.032 0.887 1.066  -0.7857
B 2.847 2.040 0.366  1.1249
O 3.855 2.590 1.132  -0.8885
O 2.479 2.517 -0.884  -0.9230
H -0.829 -1.453 -2.674  0.3655
H 0.518 -1.255 -1.774  0.3720
H -1.515 2.652 -1.649  0.5046
H -2.821 -1.734 -1.378  0.2190
H -3.228 0.006 -1.180  0.2259
H -3.365 -0.084 1.121  0.2011
H -3.781 -1.762 0.843  0.2171
H -1.687 -0.927 2.486  0.2116
H -1.516 -2.424 1.566  0.2024
H -0.487 0.294 1.051  0.2037
H 0.900 -2.300 0.240  0.2217
H 1.046 -1.565 1.824  0.2118
H 1.762 -0.099 -0.775  0.2028
H 2.939 -0.881 0.154  0.2119
H 1.086 1.345 1.282  0.2148
H 2.515 0.690 2.043  0.2262
H 4.421 3.184 0.605  0.4884
H 1.695 2.085 -1.282  0.5191

---

2.
Computed, not measured: a single C3H6O3 molecule, with ωB97M-V/def2-TZVPD.

- energy relative to the best compared isomer or geometry (same formula, charge and spin) (kJ/mol) = 49.7
- E_LUMO (eV) = 0.72
- HOMO-LUMO gap (hartree) = 0.40544

Last column: natural (NBO) charge in e.
Element x y z (Å)
O 1.492 0.837 0.030  -0.5908
C 0.640 0.347 -0.664  0.7843
O 0.280 0.910 -1.834  -0.6776
C -0.145 -0.874 -0.301  -0.5402
C -1.256 -0.584 0.726  -0.0449
O -0.779 -0.563 2.056  -0.7060
H 0.858 1.696 -1.890  0.4962
H -0.508 -1.379 -1.198  0.2364
H 0.536 -1.575 0.186  0.2239
H -1.729 0.381 0.586  0.1882
H -1.999 -1.374 0.634  0.1661
H -0.033 -1.173 2.133  0.4643

---

3.
Computed, not measured: 2 unconnected molecules or ions with the total composition C5H5N3O2 in a non-equilibrium geometry, with ωB97M-V/def2-TZVPD.

- energy relative to the best compared isomer or geometry (same formula, charge and spin) (kJ/mol) = 746.1
- E_LUMO (alpha / beta) (eV) = 0.27 / -2.44
- HOMO-LUMO gap (alpha / beta) (hartree) = 0.35953 / 0.19033

Last column: natural (NBO) charge in e.
Element x y z (Å)
C -2.052 0.409 0.100  -0.1626
C -2.105 -0.114 1.416  -0.2743
C -0.984 0.131 -0.713  -0.3327
C -1.060 -0.931 1.875  0.0345
C 0.051 -0.468 -0.061  0.3263
N 0.035 -0.949 1.114  -0.4593
N 2.415 -0.034 -0.514  0.0714
N 3.193 -0.615 -1.283  0.2519
O 3.806 -0.190 -2.249  -0.2303
O 2.091 1.367 -0.788  -0.5558
H -2.739 1.084 -0.258  0.2119
H -3.007 -0.086 2.066  0.2227
H -0.985 0.272 -1.788  0.2226
H -1.069 -1.531 2.793  0.2050
H 2.408 1.654 -1.711  0.4686

---

4.
Computed, not measured: 2 unconnected molecules or ions with the total composition C5H14 in a non-equilibrium geometry, with ωB97M-V/def2-TZVPD.

- energy relative to the best compared isomer or geometry (same formula, charge and spin) (kJ/mol) = 118.4
- E_LUMO (eV) = 1.10
- HOMO-LUMO gap (hartree) = 0.43745

Last column: natural (NBO) charge in e.
Element x y z (Å)
C 1.583 0.355 0.366  -0.6232
C 1.204 1.788 0.675  -0.3920
C 0.081 2.405 -0.184  -0.6203
H 2.100 -0.058 1.233  0.2150
H 0.580 -0.057 0.514  0.2077
H 2.018 0.125 -0.608  0.2120
H 2.026 2.614 0.648  0.1892
H 0.810 1.800 1.736  0.1910
H 0.478 2.525 -1.264  0.2044
H -0.203 3.470 0.012  0.2132
H -0.872 1.830 0.020  0.2029
C -1.115 -1.554 -0.980  -0.6200
C -1.321 -2.598 0.165  -0.6068
H -0.080 -1.389 -0.933  0.2139
H -1.222 -1.905 -2.053  0.2010
H -1.883 -0.800 -0.800  0.2107
H -0.573 -3.390 0.093  0.2015
H -1.270 -2.076 1.111  0.2001
H -2.340 -3.085 0.249  0.1998

---

5.
Computed, not measured: 5 unconnected molecules or ions with the total composition C9H29NO6 in a non-equilibrium geometry, with ωB97M-V/def2-TZVPD.

- energy relative to the best compared isomer or geometry (same formula, charge and spin) (kJ/mol) = 262.3
- E_LUMO (eV) = 0.74
- HOMO-LUMO gap (hartree) = 0.38703

Last column: natural (NBO) charge in e.
Element x y z (Å)
C 9.395 24.829 -0.394  -0.2637
O 8.629 23.718 -0.943  -0.5524
C 8.388 22.747 0.108  -0.0957
C 7.099 23.003 0.966  -0.0775
C 6.499 21.814 1.764  -0.6168
N 6.081 23.349 0.023  -0.8596
H 8.874 25.250 0.466  0.1751
H 9.476 25.682 -1.068  0.2050
H 10.415 24.518 -0.168  0.1765
H 8.332 21.759 -0.348  0.1905
H 9.334 22.730 0.649  0.1793
H 7.221 23.766 1.735  0.1913
H 7.290 21.482 2.437  0.2068
H 6.185 20.898 1.263  0.2083
H 5.640 22.151 2.344  0.2235
H 5.811 22.516 -0.481  0.3547
H 6.692 23.777 -0.658  0.3813
O 5.267 28.639 0.147  -0.7332
C 4.225 27.824 0.719  -0.0956
C 4.532 26.321 0.826  -0.0857
O 4.289 25.602 -0.361  -0.7816
H 5.093 28.728 -0.793  0.4951
H 3.932 28.290 1.660  0.1835
H 3.297 27.882 0.149  0.1637
H 3.926 25.938 1.647  0.1585
H 5.567 26.139 1.118  0.1718
H 4.792 24.785 -0.349  0.5141
C 3.189 22.465 -2.023  -0.2385
O 2.895 23.031 -3.277  -0.7407
H 2.798 22.974 -1.141  0.1668
H 2.848 21.430 -2.011  0.1714
H 4.266 22.515 -1.865  0.1433
H 2.485 23.897 -3.213  0.4956
C 4.754 27.023 -3.828  -0.2636
O 4.912 27.367 -2.416  -0.7926
H 5.449 27.394 -4.580  0.1880
H 5.040 25.979 -3.959  0.1745
H 3.715 27.274 -4.043  0.1768
H 4.464 26.751 -1.831  0.5001
C 1.226 25.943 -1.640  -0.2618
O 1.065 25.444 -3.007  -0.7496
H 0.353 26.461 -1.244  0.1747
H 1.375 25.002 -1.111  0.1813
H 2.136 26.540 -1.574  0.1829
H 0.240 25.848 -3.286  0.4742

---

6.
Computed, not measured: 2 unconnected molecules or ions with the total composition C3H8NOS in a non-equilibrium geometry, with ωB97M-V/def2-TZVPD.

- charge = +1
- energy relative to the best compared isomer or geometry (same formula, charge and spin) (kJ/mol) = 254.7
- E_LUMO (eV) = -4.50
- HOMO-LUMO gap (hartree) = 0.36834

Last column: natural (NBO) charge in e.
Element x y z (Å)
C 1.476 1.456 0.326  -0.0832
C 0.266 0.615 0.365  0.2402
C -2.260 0.233 -0.591  -0.7937
N 0.885 -1.369 0.713  -0.8991
O 0.890 0.861 -0.825  -0.4122
S -1.337 0.820 0.822  0.4792
H 1.267 2.481 0.341  0.2306
H 2.244 0.984 0.805  0.2057
H -1.926 -0.694 -0.841  0.2255
H -2.360 0.926 -1.465  0.2669
H -3.391 0.067 -0.407  0.2882
H 0.488 -1.766 -0.118  0.4074
H 0.418 -1.675 1.575  0.4288
H 1.886 -1.353 0.624  0.4159